The following is a quantum chemistry calculation of the molecule C2H2IN3 at a distorted geometry, from the Open Molecules 2025 dataset.

Element x y z (Å)
C (0.392, 1.011, -0.189)
C (0.029, -0.485, -0.258)
N (-1.552, -0.889, 1.623)
N (-0.758, -0.847, 0.849)
N (-0.693, 0.514, -0.936)
I (1.150, -2.123, -1.043)
H (0.191, 1.356, 0.809)
H (1.241, 1.463, -0.855)

Computed properties:
⟨S²⟩: 2.009
E_HOMO (alpha / beta) in Ha: -0.2261 / -0.3630
2S+1: 3
Calculated total energy in eV: -14670.815
ΔE to the lowest compared entry with this formula, charge and spin in kJ/mol: 63.6

These are the Mulliken partial charges, in e, on atoms 1 to 2: atom 1 (C): -0.3040, atom 2 (C): 0.3399